{"formula": "C19H23N3O3", "method": "the ωB97M-V functional and the def2-TZVPD basis", "elements": ["C", "H", "H", "H", "C", "C", "H", "H", "H", "H", "C", "N", "C", "O", "N", "H", "H", "H", "H", "C", "O", "N", "C", "C", "C", "C", "C", "C", "H", "H", "O", "C", "C", "C", "C", "C", "C", "C", "H", "H", "H", "H", "H", "H", "H", "H", "H", "H"], "positions_angstrom": [[2.43, 2.87, 1.90], [3.38, 2.78, 2.44], [1.83, 3.63, 2.40], [1.90, 1.93, 1.97], [2.69, 3.26, 0.45], [3.58, 2.22, -0.23], [3.74, 2.46, -1.28], [4.56, 2.21, 0.25], [3.16, 1.22, -0.15], [3.21, 4.22, 0.43], [1.36, 3.48, -0.32], [0.65, 4.61, 0.23], [0.51, 5.75, -0.51], [1.16, 5.98, -1.51], [-0.41, 6.63, -0.01], [-0.76, 6.53, 0.93], [-0.40, 7.56, -0.40], [-0.08, 4.35, 0.88], [1.60, 3.72, -1.36], [0.43, 2.26, -0.23], [-0.47, 2.22, 0.58], [0.73, 1.29, -1.13], [0.13, 0.04, -1.30], [-0.93, -0.42, -0.52], [-1.47, -1.67, -0.74], [-0.98, -2.49, -1.74], [0.08, -2.03, -2.53], [0.62, -0.79, -2.31], [1.44, -0.45, -2.93], [0.46, -2.67, -3.31], [-1.45, -3.73, -2.05], [-2.56, -4.23, -1.34], [-2.27, -4.54, 0.11], [-3.30, -4.53, 1.04], [-3.05, -4.82, 2.37], [-1.77, -5.13, 2.78], [-0.74, -5.15, 1.86], [-0.99, -4.86, 0.53], [-0.19, -4.87, -0.19], [0.27, -5.39, 2.17], [-1.57, -5.36, 3.82], [-3.86, -4.81, 3.09], [-4.31, -4.28, 0.73], [-2.81, -5.16, -1.86], [-3.41, -3.55, -1.42], [-2.28, -1.99, -0.10], [-1.32, 0.21, 0.27], [1.48, 1.49, -1.78]], "nbo_charge": [-0.615, 0.212, 0.215, 0.208, -0.206, -0.619, 0.204, 0.219, 0.205, 0.215, -0.135, -0.647, 0.783, -0.664, -0.842, 0.385, 0.403, 0.412, 0.241, 0.679, -0.633, -0.614, 0.191, -0.234, -0.286, 0.290, -0.246, -0.233, 0.206, 0.226, -0.493, -0.101, 0.033, -0.249, -0.201, -0.217, -0.197, -0.240, 0.223, 0.214, 0.214, 0.214, 0.210, 0.209, 0.182, 0.226, 0.254, 0.403], "e_above_lowest_kcal_mol": 20.9, "orbital_gap_ev": 8.8257, "energy_ev": -30690.8317, "homo_energy_ev": -8.09, "total_charge": 0}